Molecular formula: C27H44O3
Method: DFT, wB97M-V/def2-TZVPD

SMILES string: C=C1/C(=C\C=C2/CCC[C@]3(C)[C@@H]([C@H](C)CCCC(C)(C)O)CC[C@@H]23)C[C@@H](O)C[C@@H]1O
Electronic energy, a.u.: -1280.909783
E_LUMO, eV: 0.62
Energy relative to the best compared isomer or geometry (same formula, charge and spin), eV: 0.322
Total charge: 0

```
74
Properties=species:S:1:pos:R:3:forces:R:3:lowdin_charge:R:1
C 5.340326 0.712050 1.735773 0.12 -0.03 -0.03 0.10
C 5.355693 -0.315518 0.893778 0.00 -0.04 0.31 -0.24
C 5.069546 -0.191085 -0.541345 -0.26 0.16 -0.41 -0.19
C 3.954770 0.369694 -1.038615 0.44 -0.28 -0.05 -0.02
C 2.856204 0.863256 -0.250224 -0.50 0.29 0.23 -0.04
C 1.798773 1.555155 -0.692029 0.21 0.20 0.12 -0.19
C 0.667378 1.996106 0.182417 0.02 -0.31 0.18 -0.23
C 0.659890 1.711805 1.683155 0.10 0.13 -0.09 -0.12
H 1.036103 0.711238 1.891548 0.07 -0.04 0.03 0.11
H 1.282560 2.420816 2.227873 0.08 -0.05 0.04 0.12
C -0.827513 1.821456 2.080550 -0.08 0.08 0.05 -0.12
H -1.001739 2.690258 2.715030 -0.03 -0.04 0.09 0.11
H -1.133532 0.942845 2.643138 -0.04 -0.03 0.08 0.10
C -1.622775 1.950679 0.763264 -0.04 -0.18 -0.14 -0.23
H -1.695782 3.021715 0.537490 0.06 0.00 -0.06 0.14
C -3.075992 1.432971 0.771424 0.11 0.16 0.16 -0.32
C -3.994566 2.553632 1.267728 0.02 -0.20 -0.22 -0.06
H -3.936811 3.421208 0.613432 -0.01 0.11 -0.03 0.08
H -5.030100 2.225018 1.297215 -0.16 0.03 0.06 0.07
H -3.706252 2.859388 2.271259 0.03 0.06 0.15 0.08
H -3.340101 1.221399 -0.269212 -0.02 -0.01 -0.07 0.12
C -3.327079 0.165507 1.601454 -0.19 0.06 -0.22 -0.17
H -2.488141 -0.521668 1.515343 0.09 -0.07 0.10 0.10
C -4.595611 -0.589848 1.195650 0.24 -0.08 -0.07 -0.18
C -4.450253 -1.325189 -0.135366 -0.38 -0.17 0.30 -0.15
H -4.363191 -0.615876 -0.959550 0.05 -0.01 -0.10 0.12
H -3.540681 -1.928043 -0.101149 0.10 -0.03 -0.09 0.12
C -5.615897 -2.280100 -0.440163 0.00 0.32 -0.66 -0.63
C -6.959277 -1.541967 -0.494329 0.31 -0.16 0.16 -0.03
H -7.743848 -2.211927 -0.843856 -0.08 -0.06 -0.04 0.08
H -6.900696 -0.695827 -1.173285 -0.05 0.12 -0.12 0.09
H -7.231277 -1.184808 0.495135 -0.04 0.07 0.07 0.08
C -5.362044 -2.975041 -1.785885 0.02 0.11 0.39 -0.03
H -5.315903 -2.244532 -2.588884 -0.01 0.08 -0.14 0.08
H -4.421781 -3.520271 -1.751194 0.10 -0.05 0.00 0.08
H -6.161430 -3.681095 -2.006754 -0.09 -0.06 -0.04 0.08
O -5.629563 -3.244102 0.602375 0.02 -0.20 0.23 -0.02
H -6.349735 -3.861763 0.436763 0.02 0.01 0.01 0.10
H -5.436322 0.102055 1.145550 -0.11 0.01 0.07 0.10
H -4.817893 -1.334698 1.961215 -0.10 0.05 0.03 0.12
H -3.418841 0.450489 2.652099 0.12 -0.01 0.06 0.12
C -0.665100 1.382190 -0.306124 -0.15 0.39 -0.08 -0.42
C -0.600971 -0.144409 -0.295696 0.07 0.24 0.00 0.00
H -0.491527 -0.525306 0.714015 0.01 -0.15 0.14 0.09
H -1.505056 -0.562128 -0.731334 -0.14 -0.11 -0.02 0.08
H 0.254020 -0.493550 -0.869341 0.03 -0.11 -0.04 0.08
C -0.934928 1.888641 -1.723979 0.06 -0.20 0.04 -0.13
H -1.854528 1.450755 -2.118967 -0.10 0.03 -0.02 0.12
C 0.226272 1.549562 -2.660238 -0.04 0.16 -0.02 -0.17
H 0.261815 0.471862 -2.825944 0.00 -0.03 -0.07 0.11
H 0.057328 2.021936 -3.630920 0.01 -0.08 -0.03 0.11
C 1.578874 2.018954 -2.106475 0.05 -0.25 -0.15 -0.13
H 2.374030 1.679747 -2.769081 0.03 0.09 -0.02 0.10
H 1.595310 3.113923 -2.109581 0.04 0.04 -0.01 0.13
H -1.069118 2.973562 -1.698767 -0.04 0.08 0.04 0.12
H 0.575214 3.083499 0.056449 -0.08 0.02 -0.06 0.16
H 2.915586 0.636566 0.805332 -0.10 0.01 0.12 0.10
H 3.857560 0.413654 -2.115586 0.05 -0.03 -0.13 0.11
C 6.134517 -0.754743 -1.451108 0.25 -0.06 -0.06 -0.09
H 6.699238 0.067240 -1.902662 0.04 -0.07 -0.01 0.13
H 5.673140 -1.319179 -2.264851 0.01 -0.01 0.00 0.12
C 7.118336 -1.657647 -0.692184 -0.36 -0.41 -0.39 -0.38
O 8.122481 -0.917736 -0.036636 0.26 0.24 0.33 -0.02
H 7.698525 -0.305518 0.577551 0.07 0.05 0.00 0.08
C 6.332451 -2.556033 0.270502 0.28 0.26 0.06 -0.07
H 5.567622 -3.087047 -0.301547 -0.05 -0.02 0.01 0.13
H 6.993328 -3.297383 0.718935 -0.04 -0.05 -0.02 0.12
C 5.653197 -1.726676 1.375355 0.25 0.04 -0.09 -0.34
O 4.461838 -2.339799 1.829917 -0.33 -0.23 0.13 -0.01
H 3.819425 -2.328108 1.110158 0.01 0.00 -0.01 0.10
H 6.288946 -1.685755 2.266114 -0.04 0.05 -0.17 0.15
H 7.665773 -2.280959 -1.407954 -0.15 0.08 0.07 0.15
H 5.558976 0.584344 2.782935 0.06 -0.10 0.23 0.08
H 5.110783 1.710125 1.402861 -0.06 0.18 -0.11 0.08
```
Positions in Å, forces in eV/Å.